No. 1
Density functional theory data (ωB97M-V with the def2-TZVPD basis set) for a molecular structure, C28H54As6Cl4O2RuSe.

Each line ends with the Mulliken charge.
CARTESIAN COORDINATES (ANGSTROEM)
Ru  0.32  -0.35  0.86  0.125
C  -1.62  0.01  -2.79  -1.346
As  -1.81  -0.26  -0.86  0.966
C  -3.19  1.08  -0.55  -0.928
C  -2.76  -1.98  -1.03  -1.963
C  -3.67  -2.56  0.07  3.340
C  -4.17  -3.92  -0.42  -2.243
C  -2.90  -2.82  1.37  -1.929
As  -2.01  -1.32  2.29  1.094
C  -1.30  -2.36  3.78  -1.113
C  -3.50  -0.47  3.26  -1.622
C  -4.86  -1.64  0.40  -1.171
As  -6.35  -1.13  -0.81  0.415
C  -5.72  -1.33  -2.66  -0.942
C  -7.43  -2.78  -0.76  -1.173
H  -2.60  0.13  -3.25  0.421
H  -1.12  -0.85  -3.23  0.364
H  -1.03  0.91  -2.98  0.385
H  -4.09  0.88  -1.14  0.341
H  -2.76  2.04  -0.83  0.519
H  -3.43  1.15  0.51  -0.037
H  -1.94  -2.69  -1.19  0.558
H  -3.32  -1.93  -1.97  0.541
H  -3.32  -4.60  -0.55  0.466
H  -4.68  -3.85  -1.38  0.294
H  -4.86  -4.37  0.30  0.463
H  -2.07  -3.51  1.16  0.421
H  -3.56  -3.32  2.09  0.579
H  -2.12  -2.80  4.35  0.408
H  -0.71  -1.69  4.40  0.219
H  -0.65  -3.13  3.37  0.352
H  -4.23  -1.22  3.57  0.494
H  -3.98  0.29  2.66  0.273
H  -3.07  0.02  4.14  0.501
H  -4.49  -0.68  0.76  -0.661
H  -5.40  -2.07  1.25  0.685
H  -4.97  -0.56  -2.89  0.120
H  -6.58  -1.15  -3.30  0.437
H  -5.31  -2.31  -2.88  0.272
H  -7.72  -2.98  0.27  0.320
H  -6.90  -3.65  -1.15  0.320
H  -8.33  -2.62  -1.35  0.403
Cl  -1.73  2.38  6.99  -0.251
C  -1.45  2.22  5.29  0.110
C  -2.17  2.96  4.38  0.432
Cl  -3.38  4.08  4.93  -0.253
C  -1.93  2.81  3.01  0.243
Cl  -2.80  3.78  1.86  -0.212
C  -1.00  1.90  2.51  -0.262
O  -0.76  1.73  1.25  -0.723
C  -0.24  1.11  3.47  0.033
O  0.64  0.26  3.02  -1.247
C  -0.48  1.31  4.82  0.353
Cl  0.48  0.39  5.95  -0.211
C  1.61  -1.04  -3.51  -1.462
As  2.00  -0.36  -1.70  1.222
C  3.41  -1.68  -1.35  -1.352
C  3.06  1.19  -2.37  -2.123
C  4.03  1.95  -1.46  3.512
C  4.60  3.13  -2.27  -2.151
C  3.31  2.57  -0.25  -2.245
As  2.39  1.48  1.14  0.882
C  1.96  3.05  2.22  -1.279
C  3.86  0.80  2.23  -1.289
C  5.18  1.07  -0.93  -1.278
As  6.61  0.20  -1.99  0.401
C  5.96  0.02  -3.84  -1.015
C  7.79  1.75  -2.32  -1.183
H  2.55  -1.27  -4.03  0.407
H  1.06  -0.30  -4.08  0.426
H  1.02  -1.95  -3.44  0.364
H  4.26  -1.56  -2.02  0.297
H  2.95  -2.66  -1.49  0.556
H  3.73  -1.63  -0.31  0.209
H  2.29  1.89  -2.71  0.496
H  3.58  0.86  -3.27  0.552
H  3.79  3.81  -2.56  0.438
H  5.09  2.79  -3.19  0.324
H  5.32  3.69  -1.68  0.442
H  2.51  3.22  -0.62  0.470
H  4.02  3.21  0.28  0.584
H  2.84  3.69  2.29  0.600
H  1.67  2.71  3.21  0.318
H  1.13  3.58  1.76  0.314
H  4.66  1.53  2.35  0.390
H  4.26  -0.12  1.80  0.322
H  3.42  0.55  3.20  0.401
H  4.76  0.26  -0.34  -0.427
H  5.76  1.67  -0.22  0.680
H  5.18  -0.74  -3.89  0.191
H  6.81  -0.33  -4.42  0.436
H  5.59  0.95  -4.27  0.278
H  8.12  2.15  -1.36  0.320
H  7.30  2.54  -2.89  0.326
H  8.66  1.40  -2.87  0.401
Se  0.93  -2.62  0.82  -0.737

Results
- multiplicity = 6
- LUMO energy (alpha / beta) (eV) = 2.3 / 2.1
- ΔE to the lowest compared entry with this formula, charge and spin (eV) = 0.281
- HOMO-LUMO gap (alpha / beta) (eV) = 6.0158 / 5.9825
- total charge = -1
- HOMO level (alpha / beta) (eV) = -3.72 / -3.90

---

No. 2
Density functional theory data (ωB97M-V with the def2-TZVPD basis set) for 5 unconnected molecules or ions with the total composition C28H54BF2N2O16P2.

Each line ends with the Mulliken charge.
CARTESIAN COORDINATES (ANGSTROEM)
C  -4.48  3.64  1.61  -1.088
C  -4.53  2.00  1.60  0.825
C  -5.89  1.61  0.71  -1.289
C  -4.60  1.29  3.08  0.292
C  -6.02  1.53  3.88  -1.256
C  -3.37  1.70  4.09  -0.693
O  -2.36  0.65  4.29  -0.207
C  -1.05  1.02  3.73  0.309
C  -0.20  2.40  4.01  0.179
F  -0.76  3.46  4.90  -0.274
C  1.26  2.68  3.32  0.233
F  1.92  3.99  3.63  -0.234
N  1.88  1.63  2.38  0.062
P  3.46  2.12  1.65  0.058
N  3.30  2.01  0.02  -0.401
C  1.19  0.29  2.09  0.020
P  2.10  -0.98  0.92  0.301
O  1.45  -0.97  -0.54  -0.326
C  -0.30  -0.10  2.74  0.462
C  -1.04  -1.55  2.43  -0.275
B  -1.63  -1.48  0.90  0.514
O  -1.55  -0.17  0.20  -0.525
O  -2.26  -2.62  0.20  -0.574
H  -5.03  4.15  0.70  0.347
H  -4.80  4.06  2.66  0.233
H  -3.33  3.93  1.49  0.254
H  -3.59  1.60  1.03  -0.096
H  -6.28  0.52  0.93  0.286
H  -6.71  2.42  1.02  0.339
H  -5.64  1.82  -0.42  0.358
H  -4.52  0.12  2.90  0.103
H  -6.98  1.25  3.26  0.336
H  -5.95  0.87  4.87  0.328
H  -6.03  2.66  4.24  0.288
H  -3.88  1.87  5.16  0.279
H  -2.96  2.75  3.77  0.351
H  3.77  3.53  1.91  0.127
H  4.51  1.28  2.19  0.186
H  2.30  1.70  -0.14  0.161
H  2.02  -2.32  1.53  0.169
H  3.53  -0.67  0.88  0.168
H  -0.31  -2.48  2.62  0.367
H  -1.95  -1.72  3.18  -0.434
H  -1.32  -0.40  -0.76  0.271
H  -3.23  -2.34  0.09  0.330
C  4.71  4.69  -6.23  -1.031
C  5.49  5.75  -5.47  -0.176
O  4.89  6.01  -4.19  -0.381
C  5.12  5.06  -3.24  0.798
O  5.77  4.05  -3.38  -0.572
O  4.46  5.44  -2.11  -0.382
C  4.53  4.47  -1.06  -0.259
H  3.65  4.97  -6.31  0.273
H  5.11  4.57  -7.24  0.391
H  4.74  3.73  -5.72  0.256
H  5.46  6.69  -6.02  0.300
H  6.54  5.48  -5.36  0.292
H  5.56  4.20  -0.83  0.316
H  3.95  3.59  -1.33  0.044
H  4.08  4.92  -0.17  0.211
C  -5.02  -6.07  7.56  -1.100
C  -4.07  -6.26  6.39  -0.134
O  -4.04  -5.11  5.55  -0.360
C  -3.34  -4.05  6.02  0.643
O  -2.74  -4.00  7.08  -0.556
O  -3.46  -3.03  5.12  -0.281
C  -2.85  -1.82  5.55  0.619
H  -6.02  -5.79  7.20  0.293
H  -5.10  -6.98  8.15  0.359
H  -4.68  -5.26  8.22  0.311
H  -4.42  -7.10  5.78  0.289
H  -3.05  -6.51  6.73  0.304
H  -1.80  -1.97  5.83  0.344
H  -3.42  -1.39  6.38  0.486
H  -2.88  -1.11  4.72  -1.101
C  2.85  0.49  -3.44  -0.601
C  1.96  1.72  -3.58  -0.029
O  1.75  2.05  -4.96  -0.293
C  0.86  1.26  -5.62  0.700
O  0.25  0.32  -5.15  -0.571
O  0.81  1.68  -6.91  -0.320
C  -0.01  0.87  -7.74  -0.631
H  3.79  0.63  -3.99  0.367
H  3.08  0.29  -2.39  0.191
H  2.37  -0.40  -3.86  0.038
H  2.47  2.58  -3.12  0.011
H  1.01  1.59  -3.06  0.230
H  -1.02  0.75  -7.33  0.285
H  0.46  -0.11  -7.89  0.296
H  -0.09  1.36  -8.72  0.226
C  1.29  -3.14  -2.86  -0.961
C  2.81  -3.05  -2.88  -0.056
O  3.40  -4.35  -2.77  -0.369
C  3.38  -5.11  -3.89  0.705
O  2.90  -4.78  -4.97  -0.548
O  3.94  -6.31  -3.61  -0.353
C  3.87  -7.24  -4.68  -0.621
H  0.95  -3.69  -1.98  0.306
H  0.85  -2.14  -2.86  0.166
H  0.91  -3.68  -3.73  0.438
H  3.14  -2.48  -2.01  0.141
H  3.17  -2.53  -3.77  0.382
H  4.30  -6.82  -5.60  0.291
H  2.84  -7.55  -4.85  0.291
H  4.46  -8.12  -4.41  0.227

Results
- LUMO energy (eV) = -6.0
- HOMO-LUMO gap (eV) = 6.1371
- total charge = +1
- HOMO level (eV) = -12.18

---

No. 3
Density functional theory data (ωB97M-V with the def2-TZVPD basis set) for a molecular structure, C28H54CaF6O27P.

Each line ends with the Mulliken charge.
CARTESIAN COORDINATES (ANGSTROEM)
Ca  -2.01  0.37  4.47  1.724
P  -0.16  0.58  1.15  1.286
F  -1.11  -0.54  0.48  -0.476
F  1.08  -0.43  1.27  -0.334
F  0.29  1.12  -0.29  -0.168
F  0.72  1.69  1.90  -0.423
F  -1.43  1.63  1.11  -0.581
F  -0.85  0.16  2.61  0.095
C  1.55  0.76  -3.90  -1.170
C  0.84  1.94  -4.56  0.715
C  -0.40  2.46  -3.83  0.670
O  -0.21  3.85  -3.73  -0.367
C  1.08  4.15  -4.06  0.471
O  1.56  5.23  -3.98  -0.546
O  1.71  3.07  -4.53  -0.414
H  2.13  1.15  -3.06  0.348
H  2.25  0.40  -4.66  0.391
H  0.91  -0.04  -3.55  -0.042
H  0.59  1.68  -5.58  0.256
H  -0.58  2.04  -2.84  -0.642
H  -1.27  2.12  -4.41  0.256
C  -4.84  1.97  -2.04  -0.480
O  -4.63  2.96  -1.06  -0.412
C  -3.36  3.29  -0.80  0.681
O  -2.40  2.91  -1.40  -0.139
O  -3.36  4.13  0.21  -0.429
C  -2.12  4.58  0.71  -0.312
H  -5.82  2.10  -2.49  0.352
H  -4.76  0.97  -1.61  0.163
H  -4.13  2.01  -2.87  0.181
H  -1.61  3.73  1.19  -0.061
H  -2.30  5.29  1.52  0.351
H  -1.52  5.01  -0.08  0.230
C  1.15  3.92  -0.31  -0.070
O  2.38  4.52  0.06  -0.256
C  2.61  4.82  1.33  0.928
O  1.85  4.65  2.25  -0.631
O  3.79  5.39  1.39  -0.367
C  4.37  5.67  2.65  -0.735
H  0.45  3.72  0.50  -0.049
H  1.33  2.93  -0.71  -0.251
H  0.67  4.58  -1.04  0.500
H  5.30  6.17  2.39  0.078
H  4.45  4.77  3.26  0.323
H  3.72  6.35  3.21  0.409
C  -4.29  -2.19  1.67  -0.338
O  -3.78  -3.18  2.55  -0.279
C  -3.07  -2.84  3.58  0.615
O  -2.67  -1.70  3.79  -0.273
O  -2.68  -3.86  4.28  -0.227
C  -3.07  -5.21  4.05  -0.649
H  -4.66  -2.66  0.76  -0.043
H  -3.55  -1.42  1.45  0.051
H  -5.12  -1.61  2.07  0.399
H  -3.97  -5.34  4.66  0.320
H  -2.31  -5.91  4.39  0.278
H  -3.29  -5.46  3.01  0.233
C  1.91  -1.72  -1.38  -0.515
O  1.26  -2.61  -2.29  0.357
C  1.80  -3.76  -2.64  0.428
O  1.39  -4.45  -3.51  -0.504
O  2.76  -4.17  -1.77  -0.399
C  3.31  -5.45  -1.99  -0.730
H  1.19  -0.95  -1.12  -0.304
H  2.86  -1.30  -1.70  0.456
H  2.14  -2.27  -0.47  0.434
H  4.01  -5.60  -1.17  0.239
H  3.90  -5.45  -2.91  0.304
H  2.56  -6.24  -2.11  0.292
C  -1.06  -3.01  7.56  -0.564
O  0.15  -2.81  6.82  -0.328
C  0.25  -1.90  5.90  0.721
O  -0.63  -1.11  5.54  -0.514
O  1.47  -1.93  5.42  -0.302
C  1.92  -0.89  4.55  -0.304
H  -1.13  -2.27  8.35  0.304
H  -0.99  -3.98  8.05  0.238
H  -1.92  -2.93  6.91  0.201
H  2.88  -1.14  4.11  0.308
H  2.01  0.08  5.04  0.325
H  1.23  -0.79  3.72  -0.108
C  -1.27  -0.72  -6.10  -0.908
O  -1.65  -0.68  -4.74  -0.322
C  -1.39  -1.77  -4.00  0.384
O  -0.96  -2.81  -4.40  -0.526
O  -1.81  -1.65  -2.73  0.065
C  -2.40  -0.41  -2.30  0.046
H  -1.77  -0.04  -6.78  0.288
H  -1.39  -1.72  -6.52  0.378
H  -0.24  -0.37  -6.18  0.260
H  -1.60  0.33  -2.21  -0.337
H  -2.74  -0.59  -1.28  -0.201
H  -3.20  -0.05  -2.93  0.706
C  -1.22  -4.00  -0.22  0.178
O  -2.53  -4.27  -0.71  -0.046
C  -2.58  -4.88  -1.91  0.618
O  -1.70  -5.08  -2.67  -0.454
O  -3.83  -5.31  -2.15  -0.414
C  -4.97  -4.72  -1.55  -0.626
H  -0.80  -4.86  0.31  0.423
H  -1.39  -3.27  0.57  -0.155
H  -0.51  -3.70  -0.98  -0.365
H  -5.78  -5.23  -2.07  0.318
H  -5.15  -3.65  -1.66  0.231
H  -5.05  -4.98  -0.49  0.237
C  4.19  1.70  1.25  -0.623
O  4.55  2.92  0.63  -0.171
C  5.61  3.57  1.09  0.809
O  6.28  3.28  2.03  -0.598
O  5.80  4.63  0.31  -0.218
C  6.93  5.41  0.61  -0.710
H  4.61  1.60  2.25  0.394
H  4.49  0.86  0.63  0.303
H  3.10  1.67  1.28  0.018
H  7.03  6.23  -0.09  0.268
H  7.85  4.83  0.69  0.298
H  6.77  5.94  1.56  0.275

Results
- LUMO energy (eV) = -5.1
- HOMO-LUMO gap (eV) = 6.5329
- total charge = +1
- HOMO level (eV) = -11.67

---

No. 4
Density functional theory data (ωB97M-V with the def2-TZVPD basis set) for 11 unconnected molecules or ions with the total composition C28H54ClF12N8O16S4.

Each line ends with the Mulliken charge.
CARTESIAN COORDINATES (ANGSTROEM)
C  4.56  11.81  21.34  -1.038
C  5.69  12.58  21.94  0.674
O  6.37  13.33  21.34  -0.430
N  6.11  12.19  23.34  0.040
H  5.47  12.50  24.09  0.405
H  6.01  11.17  23.34  0.430
C  7.56  12.46  23.66  -0.798
H  4.65  10.72  21.41  0.458
H  4.61  11.86  20.24  0.366
H  3.56  12.21  21.50  -0.014
H  8.12  12.14  22.79  0.360
H  7.91  12.06  24.61  0.352
H  7.61  13.55  23.69  0.337
C  -3.84  14.99  19.80  -0.260
C  -4.53  16.34  19.72  0.176
O  -5.49  16.54  19.08  -0.419
N  -3.75  17.49  20.28  0.147
H  -2.80  17.25  20.58  0.194
H  -3.50  18.14  19.50  0.462
C  -4.50  18.22  21.39  -0.842
H  -3.43  14.81  20.79  0.172
H  -3.14  14.96  18.96  0.195
H  -4.66  14.28  19.72  0.263
H  -4.56  17.59  22.27  0.335
H  -5.51  18.31  20.99  0.384
H  -4.10  19.21  21.52  0.354
C  3.84  19.80  24.61  -1.448
C  3.75  18.32  24.65  0.571
O  4.67  17.61  24.45  -0.406
N  2.49  17.78  25.24  0.117
H  2.77  16.93  25.77  0.539
H  2.13  18.44  25.93  0.460
C  1.45  17.56  24.17  -0.764
H  4.66  20.33  24.12  0.349
H  4.08  20.18  25.62  0.413
H  2.96  20.34  24.27  0.401
H  1.77  16.90  23.37  -0.003
H  1.33  18.54  23.72  0.455
H  0.53  17.27  24.65  0.419
C  -1.89  12.11  21.98  -1.207
C  -2.77  11.61  20.90  0.765
O  -2.47  11.33  19.80  -0.382
N  -4.20  11.39  21.39  -0.115
H  -4.25  11.38  22.41  0.394
H  -4.79  12.10  20.95  0.375
C  -4.76  10.08  20.79  -0.883
H  -0.84  12.01  21.70  0.145
H  -1.90  11.52  22.90  0.620
H  -2.06  13.15  22.25  0.374
H  -4.70  10.22  19.71  0.392
H  -5.80  10.09  21.10  0.395
H  -4.21  9.24  21.20  0.351
C  6.50  22.87  18.07  -1.298
C  6.64  21.87  19.21  0.034
N  7.15  20.59  18.72  0.246
C  6.44  19.44  18.68  -0.291
C  7.12  18.46  18.01  -0.747
N  8.37  19.05  17.79  0.208
C  8.34  20.33  18.12  -0.153
C  9.40  18.46  16.96  -0.922
H  6.01  22.41  17.21  0.365
H  7.46  23.27  17.74  0.401
H  5.90  23.72  18.38  0.403
H  5.72  21.68  19.76  -0.055
H  7.34  22.23  19.98  0.322
H  5.43  19.41  19.06  0.468
H  6.89  17.48  17.64  0.356
H  9.11  21.07  18.03  0.435
H  10.26  18.20  17.58  0.327
H  9.74  19.09  16.14  0.353
H  9.11  17.51  16.52  0.360
C  -0.56  13.98  20.27  -0.006
C  -0.19  15.25  19.47  -0.596
N  1.28  15.40  19.53  0.900
C  2.20  14.54  19.00  -0.568
C  3.44  14.93  19.40  -0.978
N  3.27  15.95  20.29  0.771
C  1.96  16.24  20.32  -1.130
C  4.40  16.42  21.12  -0.051
H  0.15  13.72  21.05  -0.137
H  -0.57  13.12  19.61  0.667
H  -1.52  14.19  20.72  -0.440
H  -0.64  16.16  19.87  -0.273
H  -0.33  15.20  18.39  0.383
H  1.94  13.72  18.34  0.606
H  4.39  14.49  19.13  0.569
H  1.54  17.03  20.92  0.617
H  4.73  17.40  20.77  -0.202
H  5.24  15.76  20.91  0.289
H  4.16  16.34  22.17  -0.070
Cl  6.87  14.52  17.69  -0.789
C  2.56  20.22  19.34  0.449
F  1.27  20.42  19.27  -0.195
F  2.86  19.02  18.83  -0.159
F  3.26  21.11  18.65  -0.217
S  3.01  20.28  21.18  1.140
O  4.42  20.64  21.28  -0.679
O  2.15  21.34  21.69  -0.745
O  2.63  18.95  21.64  -0.311
C  2.42  11.02  16.42  0.592
F  2.68  9.90  15.73  -0.239
F  2.47  10.71  17.72  -0.245
F  3.33  11.99  16.26  -0.212
S  0.69  11.59  15.91  1.080
O  0.78  11.93  14.51  -0.658
O  -0.11  10.41  16.18  -0.710
O  0.45  12.70  16.82  -0.591
C  1.86  13.71  23.59  0.460
F  0.69  14.36  23.67  -0.218
F  1.53  12.50  23.16  -0.223
F  2.68  14.33  22.74  -0.082
S  2.68  13.67  25.29  1.107
O  2.90  15.08  25.59  -0.753
O  1.77  12.93  26.12  -0.665
O  3.94  12.97  25.06  -0.885
C  -0.32  18.29  16.72  0.535
F  0.31  17.30  16.11  -0.192
F  0.26  18.54  17.90  -0.124
F  -0.34  19.37  15.96  -0.224
S  -2.14  17.79  17.03  1.192
O  -2.12  16.36  17.36  -0.674
O  -2.68  18.52  18.20  -0.918
O  -2.81  18.04  15.78  -0.639

Results
- LUMO energy (eV) = -3.7
- HOMO-LUMO gap (eV) = 4.6943
- total charge = +1
- HOMO level (eV) = -8.42

---

What max |F| values result from the calculations? In sequence: 0.189; 6.177; 3.525; 2.484 eV Å⁻¹.